C14H20N2O | ωB97M-V/def2-TZVPD

Geometry (Å):
O -1.139 -1.502 1.249
C -0.450 -0.505 1.159
N -0.508 0.318 0.090
H -0.040 1.212 0.078
C -1.485 0.147 -0.956
C -1.989 1.475 -1.448
N -1.309 2.549 -1.068
C -1.705 3.737 -1.491
C -2.800 3.925 -2.318
C -3.512 2.803 -2.720
C -3.103 1.558 -2.280
H -3.630 0.662 -2.569
H -4.374 2.902 -3.364
H -3.087 4.914 -2.637
H -1.111 4.574 -1.146
H -1.042 -0.399 -1.803
H -2.303 -0.467 -0.565
C 0.547 -0.091 2.226
C 1.499 -1.237 2.583
C 2.620 -1.427 1.561
C 2.118 -1.870 0.177
H 1.917 -1.025 -0.480
C 3.222 -2.777 -0.358
H 2.883 -3.414 -1.174
H 4.063 -2.178 -0.713
C 3.629 -3.568 0.880
H 2.881 -4.337 1.080
H 4.598 -4.052 0.773
C 3.621 -2.522 1.999
H 4.616 -2.094 2.120
H 3.333 -2.964 2.952
H 1.198 -2.444 0.286
H 3.153 -0.475 1.461
H 1.948 -1.031 3.558
H 0.915 -2.156 2.663
H -0.037 0.169 3.113
H 1.109 0.789 1.912

Summary:
spin multiplicity	1
HOMO level	-9.40	eV
E	-19871.1945	eV
SMILES string	O=C(CCC1CCCC1)NCc1ccccn1
M	232.327	Da
energy above the lowest of the compared OMol25 structures with the same formula, charge and spin	0.00	kJ/mol
frontier orbital gap	10.21	eV

Here are the Mulliken charges for atoms 1 to 6, given in e:
1 O -0.679
2 C 0.377
3 N -0.077
4 H 0.353
5 C -0.786
6 C 0.639

=====

C6H6ClF | ωB97M-V/def2-TZVPD

Geometry (Å):
C 0.397 0.336 0.080
C -0.675 0.024 1.095
C -1.596 1.066 0.126
C -0.686 0.357 -0.981
C -1.321 -1.047 -0.799
C -1.298 -1.243 0.555
H -0.345 0.394 2.148
H -2.639 0.929 0.085
H -1.431 2.126 0.254
H -0.519 0.831 -1.967
H -1.855 -1.692 -1.466
H -1.735 -2.051 1.135
F 0.969 1.599 -0.016
Cl 1.816 -0.699 -0.029

Summary:
spin multiplicity	1
HOMO level	-9.27	eV
E	-21556.4091	eV
SMILES string	F[C@@]1(Cl)[C@@H]2C=C[C@H]1C2
M	132.565	Da
energy above the lowest of the compared OMol25 structures with the same formula, charge and spin	169.04	kJ/mol
frontier orbital gap	10.30	eV

Here are the Mulliken charges for atoms 1 to 6, given in e:
1 C 0.904
2 C -0.371
3 C -0.604
4 C -0.620
5 C -0.533
6 C -0.537

=====

C27H34Br2ClGe2MnN2 | ωB97M-V/def2-TZVPD

Geometry (Å):
Mn -1.455 1.034 0.392
C 2.834 2.476 -2.685
C 3.529 2.907 -1.393
Ge 2.738 2.079 0.200
C 3.611 2.578 1.884
C 3.498 1.511 2.973
C 2.873 0.159 -0.010
C 2.119 -0.943 -0.120
Ge 0.128 -0.886 -0.044
C -0.360 -1.544 1.831
C -0.498 -3.003 2.260
C -0.721 -1.932 -1.541
C -0.775 -3.450 -1.676
C 2.808 -2.269 -0.240
C 4.158 -2.405 -0.582
C 4.759 -3.648 -0.657
C 4.030 -4.803 -0.395
C 2.692 -4.692 -0.067
C 2.097 -3.439 0.000
H 3.345 2.868 -3.565
H 1.803 2.835 -2.729
H 2.803 1.389 -2.775
H 3.511 3.995 -1.287
H 4.584 2.624 -1.416
H 3.173 3.520 2.227
H 4.660 2.797 1.673
H 2.457 1.259 3.187
H 3.955 1.847 3.905
H 3.993 0.585 2.676
H 3.953 -0.020 0.012
H -1.291 -1.030 2.129
H 0.408 -1.057 2.444
H -1.233 -3.542 1.657
H -0.815 -3.075 3.303
H 0.443 -3.546 2.177
H -0.242 -1.505 -2.431
H -1.747 -1.547 -1.583
H 0.208 -3.890 -1.835
H -1.395 -3.735 -2.529
H -1.203 -3.926 -0.790
H 4.765 -1.541 -0.821
H 5.803 -3.717 -0.931
H 4.504 -5.774 -0.456
H 2.101 -5.576 0.133
H 1.049 -3.380 0.255
Br -6.148 5.839 -0.709
C -4.820 4.529 -0.579
C -3.480 4.872 -0.692
C -2.542 3.868 -0.562
N -2.864 2.588 -0.353
C -4.166 2.258 -0.264
C -5.173 3.206 -0.361
C -4.461 0.817 -0.055
C -5.707 0.279 -0.333
C -5.899 -1.082 -0.131
Br -7.567 -1.847 -0.493
C -4.848 -1.862 0.326
C -3.634 -1.247 0.564
N -3.438 0.063 0.385
H -3.171 5.892 -0.865
H -1.486 4.093 -0.633
H -6.212 2.937 -0.252
H -6.512 0.883 -0.722
H -4.959 -2.924 0.485
H -2.781 -1.821 0.903
Cl -0.057 2.532 1.723
C 0.929 2.923 0.232
H 1.002 4.009 0.255
H 0.338 2.603 -0.628

Summary:
spin multiplicity	6
HOMO level (spin up / spin down)	-10.00 / -10.25	eV
total charge	+1
E	-328484.3605	eV
M	782.002	Da
energy above the lowest of the compared OMol25 structures with the same formula, charge and spin	58.19	kJ/mol
frontier orbital gap (spin up / spin down)	6.18 / 6.28	eV

Here are the Mulliken charges for atoms 1 to 6, given in e:
1 Mn 0.226
2 C -1.025
3 C -0.725
4 Ge 0.557
5 C -0.791
6 C -0.981

=====

CH5N2O | ωB97M-V/def2-TZVPD

Geometry (Å):
C -0.667 -0.862 0.222
N 0.402 1.141 -0.449
N 0.484 0.068 0.255
O 1.473 -0.148 1.052
H -1.147 -0.919 1.250
H -0.301 -1.889 0.047
H -1.205 -0.390 -0.636
H -0.271 1.232 -1.185
H 1.231 1.768 -0.555

Summary:
spin multiplicity	1
HOMO level (spin up / spin down)	-17.55 / -17.55	eV
total charge	+1
E	-6135.1576	eV
SMILES string	C[N+](N)=O
M	61.064	Da
energy above the lowest of the compared OMol25 structures with the same formula, charge and spin	378.58	kJ/mol
frontier orbital gap (spin up / spin down)	10.73 / 10.73	eV

Here are the Mulliken charges for atoms 1 to 6, given in e:
1 C -0.460
2 N -0.394
3 N 0.767
4 O -0.366
5 H 0.301
6 H 0.303

=====

Question: Which of these has the highest energy above the lowest of the compared OMol25 structures with the same formula, charge and spin?
Answer: CH5N2O

=====

Question: Which value of energy above the lowest of the compared OMol25 structures with the same formula, charge and spin does entry 3 give?
Answer: 58.19 kJ/mol